No. 1
An isolated molecule of S2, computed with the ωB97M-V functional and the def2-TZVPD basis.

Last column: Mulliken charge in e.
Positions of all 2 atoms, in Å:
S  0.0000  0.0000  0.9322  0.000
S  0.0000  0.0000  -0.9322  0.000

- energy relative to the best compared isomer or geometry (same formula, charge and spin) (eV) = 0.006
- total charge = 0
- gap between HOMO and LUMO (eV) = 5.765
- electronic energy (eV) = -21668.9911

=====

No. 2
A structure of composition C36H37BCaCl2N7OSi in a non-equilibrium geometry, computed with the ωB97M-V functional and the def2-TZVPD basis.

Last column: Mulliken charge in e.
Positions of all 86 atoms, in Å:
Ca  0.3149  0.3892  -0.6023  1.215
C  -2.2503  1.0488  -3.3120  -1.427
C  -2.0443  -0.3331  -2.8057  0.374
C  -2.9596  -1.3927  -2.8097  -1.215
C  -2.2782  -2.4582  -2.2566  0.830
C  -2.7907  -3.8346  -2.0170  -1.451
N  -1.0322  -2.0343  -1.9546  1.843
N  -0.9005  -0.7460  -2.2892  -0.998
B  0.1907  -2.9065  -1.6017  -1.407
N  0.5392  -2.8163  -0.1022  1.686
N  1.0016  -1.6873  0.4434  -0.470
C  1.3030  -1.9372  1.7075  0.533
C  1.9474  -0.9303  2.5952  -1.177
C  1.0124  -3.2759  2.0033  -1.625
C  0.5389  -3.8056  0.8173  0.932
C  0.1593  -5.2262  0.5737  -1.390
N  1.3886  -2.4132  -2.4289  0.260
N  1.8552  -1.1658  -2.3211  0.043
C  2.8737  -1.0376  -3.1535  0.554
C  3.6136  0.2498  -3.2823  -1.274
C  3.0913  -2.2518  -3.8213  -1.228
C  2.1172  -3.1037  -3.3340  0.781
C  1.8884  -4.5310  -3.6996  -1.382
H  -2.5008  1.0382  -4.3749  0.465
H  -3.0741  1.5167  -2.7715  0.175
H  -1.3468  1.6346  -3.1399  0.211
H  -3.9736  -1.3912  -3.1572  0.505
H  -3.8169  -3.8985  -2.3701  0.400
H  -2.1919  -4.5651  -2.5573  0.274
H  -2.7586  -4.0864  -0.9573  0.136
H  -0.0474  -4.0378  -1.8718  -0.188
H  2.1848  -0.0409  2.0120  -0.086
H  1.2893  -0.6746  3.4284  0.289
H  2.8711  -1.3417  3.0073  0.419
H  1.1261  -3.7882  2.9413  0.458
H  0.2867  -5.7876  1.4993  0.389
H  -0.8752  -5.3199  0.2453  0.204
H  0.8020  -5.6583  -0.1940  0.192
H  3.1377  0.9991  -2.6479  0.135
H  4.6517  0.1248  -2.9741  0.285
H  3.6063  0.5916  -4.3173  0.314
H  3.8526  -2.4745  -4.5444  0.470
H  2.6168  -4.8364  -4.4495  0.344
H  1.9944  -5.1712  -2.8242  0.219
H  0.8869  -4.6775  -4.1029  0.258
Cl  -2.6558  4.5064  -1.0535  -0.257
C  -3.1570  3.0828  -0.2115  0.556
C  -4.4158  3.0780  0.3595  -0.709
C  -4.8712  1.9530  1.0082  0.983
Cl  -6.4955  1.9453  1.6312  -0.327
C  -4.0783  0.8021  1.1209  -0.174
C  -4.4994  -0.4080  1.7122  -1.263
C  -3.6481  -1.4815  1.7289  -1.229
C  -2.3630  -1.3344  1.1849  -0.341
N  -1.9431  -0.2238  0.6333  1.821
C  -2.7643  0.8303  0.5632  -0.680
C  -2.2715  1.9801  -0.1715  0.577
O  -1.1562  1.9569  -0.7499  -1.040
H  -5.0488  3.9502  0.2822  0.514
H  -5.4963  -0.4858  2.1259  0.453
H  -3.9576  -2.4397  2.1238  0.486
H  -1.6569  -2.1550  1.2009  -0.095
C  -1.8834  3.9493  3.4659  -0.455
C  -1.5430  4.7782  2.4107  -0.685
C  -0.5021  4.4367  1.5661  -0.513
C  0.2002  3.2423  1.7025  0.345
C  -0.1893  2.4117  2.7486  0.258
C  -1.1903  2.7631  3.6357  -0.916
Si  1.5259  2.6831  0.4232  0.813
C  3.1661  2.9719  1.3881  0.195
C  3.3565  2.5321  2.6942  0.127
C  4.5294  2.7615  3.3906  -0.813
C  5.5711  3.4459  2.7861  -0.363
C  5.4223  3.8713  1.4756  -0.502
C  4.2417  3.6304  0.7964  -0.348
H  -2.6816  4.2240  4.1428  0.372
H  -2.0959  5.6936  2.2418  0.383
H  -0.2402  5.1072  0.7584  0.387
H  0.2961  1.4513  2.8722  0.127
H  -1.4478  2.1049  4.4573  0.371
H  1.5954  3.9681  -0.3780  -0.491
H  2.5560  2.0104  3.1955  0.183
H  4.6390  2.4140  4.4118  0.371
H  6.4818  3.6552  3.3348  0.350
H  6.2308  4.4046  0.9860  0.353
H  4.1398  3.9770  -0.2236  0.301

- energy relative to the best compared isomer or geometry (same formula, charge and spin) (eV) = 0.519
- total charge = -1
- gap between HOMO and LUMO (eV) = 6.284
- electronic energy (eV) = -102457.0413

=====

No. 3
A structure of composition C20H48AlBeCl3F7NNa2O5PSSi2 in a non-equilibrium geometry, computed with the ωB97M-V functional and the def2-TZVPD basis.

Last column: Mulliken charge in e.
Positions of all 92 atoms, in Å:
C  8.6675  -0.2321  -0.3552  -1.391
C  7.7562  0.7111  0.4328  -0.319
C  6.9016  1.6026  -0.4802  -0.904
C  5.6578  2.1574  0.2073  -0.472
C  4.4487  1.2227  0.1823  0.389
C  3.5612  1.3866  -1.0752  -1.511
C  2.1985  2.1532  -0.7698  -0.719
Al  0.6439  0.9128  -1.1452  0.226
S  -1.4017  1.9802  -1.1278  -0.459
C  0.5875  -0.5028  0.3521  0.389
C  0.0859  -1.7109  -0.2524  -0.310
O  0.7994  -2.4432  -0.9070  -0.764
H  9.2250  0.2950  -1.1312  0.319
H  8.1064  -1.0602  -0.7896  0.346
H  9.4166  -0.6693  0.3080  0.398
H  8.4216  1.3691  1.0010  0.327
H  7.1785  0.1500  1.1691  0.342
H  6.6636  1.0332  -1.3836  0.349
H  7.5266  2.4531  -0.7675  0.424
H  5.4058  3.1386  -0.2805  -0.114
H  5.8683  2.4051  1.2493  0.423
H  4.7183  0.1728  0.2655  0.325
H  3.8240  1.4721  1.0375  0.066
H  4.0684  1.8790  -1.9421  0.492
H  3.2642  0.3949  -1.4196  0.561
H  2.1479  3.0491  -1.4619  0.300
H  2.2053  2.5537  0.2508  0.652
H  0.7547  0.2223  -2.5795  -0.346
H  -2.2295  0.9113  -1.1046  0.063
H  1.6235  -0.5906  0.6726  -0.196
H  -0.0634  -0.1260  1.1373  0.371
H  -0.9795  -1.9314  -0.0821  0.400
Na  0.9195  -4.6338  -1.3887  0.972
F  4.2543  -1.0272  2.2722  -0.320
P  3.2369  -0.8551  3.5600  1.030
F  2.6261  0.4421  2.7332  -0.325
F  4.7112  -0.8581  4.2825  -0.361
F  2.8723  -2.0782  4.5914  -0.345
F  2.1825  -1.7447  2.6649  -0.317
F  2.7717  0.1495  4.7725  -0.367
Be  3.9271  3.7655  -1.3687  0.340
C  -2.4281  -2.7677  2.3677  -0.571
Si  -4.0424  -2.0929  3.0341  0.209
C  -3.6401  -0.5262  3.9917  -1.027
C  -4.7240  -3.3814  4.2407  -0.826
N  -5.1012  -1.8029  1.7030  0.046
Si  -6.7015  -1.1715  1.8556  0.028
C  -6.7346  0.5658  2.5759  -0.585
C  -7.8111  -2.2703  2.9175  -0.276
C  -7.4668  -1.0828  0.1512  -0.802
H  -1.7280  -2.9628  3.1845  0.352
H  -2.5938  -3.7027  1.8277  0.376
H  -1.9691  -2.0498  1.6906  -0.346
H  -2.8026  -0.7143  4.6688  0.401
H  -4.4846  -0.1901  4.5961  0.313
H  -3.3545  0.2807  3.3161  0.313
H  -5.0693  -4.2697  3.6997  -0.061
H  -5.5502  -2.9821  4.8354  0.390
H  -3.9430  -3.6943  4.9374  0.376
H  -6.5114  0.5719  3.6445  0.291
H  -7.7305  0.9964  2.4454  -0.061
H  -6.0154  1.2093  2.0679  0.316
H  -7.7169  -3.3038  2.6031  -0.716
H  -8.8576  -1.9762  2.8071  0.397
H  -7.5612  -2.1951  3.9811  0.511
H  -7.5092  -2.0767  -0.2995  0.223
H  -6.8829  -0.4265  -0.4970  0.260
H  -8.4858  -0.6868  0.2109  0.222
O  -1.2630  -6.9433  -3.2915  -0.583
H  -1.3757  -7.2241  -4.2043  0.290
H  -2.1381  -6.6456  -3.0185  0.299
Na  -7.4888  -5.0320  3.2415  0.868
C  5.7610  4.4483  -4.9083  -1.124
C  5.4064  3.9272  -6.2800  0.526
C  3.9985  4.2197  -6.7305  -0.478
O  3.7807  3.1803  -7.6900  -0.327
C  4.5356  2.1157  -7.2948  0.642
O  4.4414  1.0217  -7.7345  -0.504
O  5.4148  2.4931  -6.3220  -0.364
H  6.6668  3.9670  -4.5391  0.384
H  5.9251  5.5257  -4.9404  0.404
H  4.9697  4.2430  -4.1835  -0.030
H  6.1394  4.2819  -7.0117  0.222
H  3.8869  5.2008  -7.1874  0.312
H  3.2614  4.1053  -5.9312  0.295
C  -10.5649  2.6487  1.5878  -0.306
Cl  -10.5978  0.9097  1.8986  -0.126
Cl  -10.9526  3.5798  3.0398  -0.158
H  -9.5708  2.9228  1.2523  0.252
H  -11.2949  2.8785  0.8205  0.330
Cl  -6.9737  -4.8889  -0.0322  -0.727
F  0.8945  -5.7521  -4.4276  -0.812

- energy relative to the best compared isomer or geometry (same formula, charge and spin) (eV) = 2.064
- total charge = -1
- gap between HOMO and LUMO (eV) = 1.332
- electronic energy (eV) = -141548.4561

=====

No. 4
A structure of composition C21H45CeN2P3S2 in a non-equilibrium geometry, computed with the ωB97M-V functional and the def2-TZVPD basis.

Last column: Löwdin spin population.
Positions of all 74 atoms, in Å:
Ce  0.1747  0.5975  -1.5302  1.023
P  -1.1683  0.2919  1.3171  -0.002
P  2.0509  2.1698  -0.0542  -0.002
P  -1.0946  -3.4344  -0.4139  0.000
H  3.3693  -1.1986  -2.4801  0.000
C  2.4251  -1.7657  -2.3512  -0.002
C  1.2059  -0.9390  -2.8107  -0.009
H  1.5895  -0.2115  -3.5436  -0.001
C  -0.5760  -0.3899  2.9268  -0.001
C  -1.3913  2.0475  1.8561  0.000
C  -2.9331  -0.1667  1.6089  0.000
C  3.5601  2.6843  -0.9160  -0.001
C  1.1821  3.7141  0.4379  0.000
C  2.6409  1.4530  1.5343  0.000
C  -0.7626  -4.8232  -1.4974  0.000
C  -2.4342  -2.3974  -1.1137  0.000
C  -1.4064  -4.0534  1.2586  0.000
H  2.6399  -2.6603  -2.9791  0.000
H  0.5069  -1.6333  -3.3105  -0.001
H  -1.1965  0.0275  3.7403  0.000
H  0.4769  -0.1391  3.1055  0.000
H  -0.6747  -1.4866  2.9265  0.000
H  -2.1188  2.0543  2.6817  0.000
H  -1.7872  2.6512  1.0234  0.000
H  -0.4485  2.4898  2.2017  0.000
H  -3.2559  0.3651  2.5202  0.000
H  -3.0484  -1.2426  1.7794  0.000
H  -3.5659  0.1504  0.7664  0.000
H  3.8198  3.7556  -0.8001  0.000
H  3.4421  2.4727  -1.9892  0.000
H  4.3483  2.0330  -0.5361  0.000
H  1.2549  3.9040  1.5206  0.000
H  0.1153  3.5903  0.1912  0.000
H  1.5528  4.5728  -0.1290  0.000
H  3.5947  1.8909  1.8724  0.000
H  2.7966  0.3753  1.3722  0.000
H  1.8859  1.5620  2.3302  0.000
H  -1.3994  -5.6433  -1.1586  0.000
H  0.2960  -5.1227  -1.4751  0.000
H  -1.0028  -4.5200  -2.5241  0.000
H  -3.1386  -3.0746  -1.6645  0.000
H  -2.1187  -1.6224  -1.8482  0.000
H  -3.0267  -1.8935  -0.3395  0.000
H  -1.5490  -5.1348  1.1842  0.000
H  -2.2956  -3.5531  1.6643  0.000
H  -0.5426  -3.8550  1.9102  0.000
C  3.5998  -2.2104  0.2339  0.000
C  3.6576  -2.7294  1.5379  0.000
C  4.6732  -2.2635  2.3803  0.000
C  5.6895  -1.4509  1.9011  0.000
C  5.6558  -0.9988  0.5908  0.000
C  4.6457  -1.4253  -0.2761  0.000
S  2.2216  -2.6548  -0.7190  -0.001
H  0.2939  -3.0483  -0.1792  0.000
H  2.9017  -3.4634  1.8269  0.000
H  4.6604  -2.5676  3.4207  0.000
H  6.5016  -1.2242  2.5646  0.000
H  6.4228  -0.3418  0.1799  0.000
H  4.6292  -1.1671  -1.3258  0.000
S  -1.9344  0.9067  -3.1241  -0.004
C  -2.7872  1.7735  -1.9279  -0.001
N  -3.9586  1.3193  -1.4324  0.000
C  -5.0149  2.1954  -0.8983  0.000
C  -4.7627  3.6153  -1.3149  0.000
C  -3.3445  4.0252  -0.9847  0.000
N  -2.3953  2.9938  -1.4729  -0.001
H  -4.2234  0.3898  -1.7503  0.000
H  -5.0176  2.1204  0.2051  0.000
H  -5.9655  1.8299  -1.2695  0.000
H  -5.4266  4.2829  -0.7972  0.000
H  -4.9421  3.7522  -2.3943  0.000
H  -3.2069  4.1138  0.1134  0.000
H  -3.0552  4.9773  -1.4554  0.000
H  -1.5108  3.3583  -1.8983  0.000

- spin multiplicity = 2
- energy relative to the best compared isomer or geometry (same formula, charge and spin) (eV) = 0.000
- total charge = +3
- gap between HOMO and LUMO (alpha / beta) (eV) = 6.435 / 6.524
- electronic energy (eV) = -87927.5229

=====

No. 5
A cluster of 2 separate species, C3H6NO4S in total in a non-equilibrium geometry, computed with the ωB97M-V functional and the def2-TZVPD basis.

Last column: Mulliken charge in e.
Positions of all 15 atoms, in Å:
C  0.3080  -0.0068  1.3540  -1.124
C  -0.1458  -0.0192  -1.2378  -1.442
C  -0.3115  0.5866  0.1185  0.933
N  0.9386  2.4566  0.0102  0.484
O  -2.5190  1.6958  -0.9480  -0.626
O  0.9540  3.0131  1.0857  -0.518
O  1.2331  2.9166  -1.0821  -0.573
O  -2.4258  -0.2560  0.6681  -0.640
S  -2.0470  1.1674  0.3723  0.464
H  0.7988  0.9385  1.9039  0.283
H  1.0676  -0.8500  1.2625  0.229
H  -0.4547  -0.3850  1.9394  0.390
H  -0.1446  0.6803  -2.0924  0.278
H  0.8508  -0.4529  -1.3565  0.407
H  -0.8713  -0.7873  -1.2192  0.456

- energy relative to the best compared isomer or geometry (same formula, charge and spin) (eV) = 4.348
- total charge = -1
- gap between HOMO and LUMO (eV) = 7.808
- electronic energy (eV) = -23720.3781

=====

No. 6
An isolated molecule of C15H19NO2, computed with the ωB97M-V functional and the def2-TZVPD basis.

Last column: Mulliken charge in e.
Positions of all 37 atoms, in Å:
C  -4.6218  -2.5191  -0.2920  -0.853
C  -4.4442  -1.2319  -0.0658  0.376
C  -3.4283  -0.6798  0.8939  -1.769
C  -2.4385  0.1973  0.1630  1.352
C  -1.2000  -0.3107  -0.1977  -0.087
C  -0.2739  0.4572  -0.8914  -0.153
C  -0.6041  1.7584  -1.2484  -0.895
C  -1.8284  2.2840  -0.8919  -0.993
C  -2.7525  1.5126  -0.1942  0.706
O  -3.9430  2.0953  0.1137  -0.652
H  -4.5144  1.4613  0.5631  0.319
H  -2.1022  3.2936  -1.1542  0.443
H  0.1014  2.3541  -1.8069  0.486
C  1.0253  -0.1333  -1.3437  0.296
O  1.2604  -0.3080  -2.5262  -0.669
N  1.8942  -0.4944  -0.3692  0.089
C  1.7964  -0.1140  1.0196  -0.603
H  0.8088  0.3026  1.2189  0.408
C  2.8814  0.9097  1.3657  -0.690
C  4.2598  0.3456  1.0316  -0.694
C  4.3032  -0.0678  -0.4372  -0.590
C  3.1782  -1.0587  -0.7313  -0.935
H  3.1408  -1.3011  -1.7946  0.479
H  3.3295  -1.9789  -0.1548  0.323
H  5.2638  -0.5244  -0.6786  0.353
H  4.1743  0.8121  -1.0703  0.300
H  5.0302  1.0909  1.2370  0.350
H  4.4581  -0.5254  1.6614  0.299
H  2.8165  1.1627  2.4250  0.347
H  2.7073  1.8185  0.7859  0.295
H  1.9314  -1.0114  1.6366  0.266
H  -0.9555  -1.3315  0.0609  0.418
H  -3.9325  -0.1115  1.6856  0.510
H  -2.8961  -1.5039  1.3711  0.430
H  -5.0280  -0.5007  -0.6110  0.226
H  -5.3489  -2.8781  -0.9998  0.269
H  -4.0486  -3.2708  0.2258  0.244

- energy relative to the best compared isomer or geometry (same formula, charge and spin) (eV) = 0.394
- total charge = 0
- gap between HOMO and LUMO (eV) = 9.264
- electronic energy (eV) = -21448.5444